1.
Computed, not measured: a molecular structure, C32H53N5O3RuSSb2, with ωB97M-V/def2-TZVPD.

Element x y z (Å)
Ru (-0.442, 0.065, 0.283)
C (-3.283, 0.148, 4.419)
N (-3.918, 0.033, 3.121)
C (-5.322, 0.393, 3.085)
C (-3.177, -0.247, 2.063)
O (-1.949, -0.463, 2.138)
C (-3.892, -0.319, 0.708)
O (-2.970, -0.454, -0.363)
C (-3.071, -1.612, -1.182)
C (-1.887, -2.567, -0.964)
O (-1.001, -2.261, -0.142)
N (-1.830, -3.679, -1.677)
C (-2.784, -4.089, -2.682)
C (-0.738, -4.611, -1.462)
H (-3.878, -0.369, 5.169)
H (-3.191, 1.197, 4.699)
H (-2.294, -0.301, 4.362)
H (-5.766, 0.164, 4.051)
H (-5.870, -0.155, 2.324)
H (-5.439, 1.465, 2.909)
H (-4.455, 0.611, 0.547)
H (-4.602, -1.154, 0.728)
H (-3.051, -1.249, -2.217)
H (-4.014, -2.139, -1.001)
H (-3.354, -3.251, -3.068)
H (-3.473, -4.834, -2.280)
H (-2.239, -4.545, -3.509)
H (-0.224, -4.355, -0.537)
H (-0.034, -4.561, -2.295)
H (-1.136, -5.623, -1.393)
C (-0.636, -3.727, 3.501)
Sb (0.434, -2.098, 2.543)
C (0.748, -0.927, 4.336)
C (2.487, -3.205, 2.420)
C (3.542, -2.336, 2.871)
C (3.887, -2.318, 4.234)
C (4.847, -1.466, 4.722)
C (5.483, -0.569, 3.855)
C (5.180, -0.579, 2.507)
C (4.246, -1.471, 1.977)
C (4.069, -1.550, 0.529)
Sb (2.309, -0.426, -0.275)
C (3.035, 1.544, 0.256)
C (3.052, -0.488, -2.317)
H (-0.219, -3.869, 4.493)
H (-0.513, -4.637, 2.920)
H (-1.689, -3.487, 3.581)
H (1.371, -1.495, 5.018)
H (-0.216, -0.737, 4.797)
H (1.228, 0.018, 4.091)
H (2.540, -3.517, 1.383)
H (2.289, -4.036, 3.085)
H (3.408, -3.024, 4.896)
H (5.116, -1.482, 5.766)
H (6.226, 0.112, 4.235)
H (5.709, 0.079, 1.834)
H (3.948, -2.567, 0.168)
H (4.890, -1.078, 0.002)
H (3.895, 1.790, -0.361)
H (3.317, 1.564, 1.307)
H (2.240, 2.265, 0.085)
H (4.014, 0.018, -2.351)
H (2.357, -0.001, -2.992)
H (3.180, -1.522, -2.626)
N (-2.631, 1.562, -2.609)
C (-1.452, 1.288, -3.176)
S (-0.215, 0.628, -2.197)
N (-1.280, 1.467, -4.478)
C (-0.105, 1.276, -5.246)
C (-0.247, 0.741, -6.525)
C (0.871, 0.560, -7.317)
C (2.125, 0.928, -6.847)
C (2.257, 1.488, -5.585)
C (1.147, 1.665, -4.780)
H (-2.724, 1.388, -1.618)
H (-3.414, 1.943, -3.117)
H (-2.096, 1.720, -5.026)
H (-1.226, 0.466, -6.889)
H (0.765, 0.142, -8.305)
H (2.992, 0.799, -7.471)
H (3.226, 1.814, -5.240)
H (1.245, 2.140, -3.817)
C (0.880, 4.761, -0.498)
C (-0.389, 4.622, 0.359)
C (-1.639, 4.838, -0.513)
C (-0.357, 5.613, 1.530)
C (-0.441, 3.262, 0.821)
N (-0.487, 2.146, 1.112)
H (0.858, 5.722, -1.004)
H (0.933, 3.976, -1.252)
H (1.774, 4.721, 0.119)
H (-1.619, 5.848, -0.913)
H (-2.549, 4.719, 0.069)
H (-1.653, 4.135, -1.344)
H (-0.262, 6.622, 1.135)
H (0.493, 5.422, 2.182)
H (-1.269, 5.560, 2.119)

The calculation puts the LUMO energy (spin up / spin down) at -8.769 / -10.195 eV. As for the multiplicity: 2. The net charge is +3. The calculation puts the calculated total energy at -74104.0979 eV.

=====

2.
Computed, not measured: 2 unconnected molecules or ions with the total composition C32H54Cl2IN2O3, with ωB97M-V/def2-TZVPD.

Element x y z (Å)
C (-5.035, -4.130, -2.240)
C (-3.900, -4.047, -2.593)
C (-2.512, -4.000, -3.017)
C (-1.645, -3.261, -1.960)
C (-2.151, -1.812, -1.902)
C (-1.258, -0.735, -1.275)
O (-1.702, 0.542, -1.690)
C (-2.053, 1.429, -0.641)
C (-2.175, 2.824, -1.206)
O (-1.902, 3.800, -0.224)
C (-0.610, 3.936, 0.205)
C (-0.418, 4.754, 1.297)
C (0.843, 4.948, 1.803)
C (1.963, 4.346, 1.242)
C (3.341, 4.543, 1.870)
C (4.410, 4.415, 0.784)
C (3.431, 5.962, 2.434)
C (3.447, 3.465, 2.982)
C (4.803, 2.947, 3.487)
C (4.476, 2.237, 4.810)
C (5.820, 4.043, 3.804)
C (5.419, 1.907, 2.555)
C (1.747, 3.538, 0.145)
C (0.482, 3.332, -0.378)
N (-1.831, -4.143, -0.703)
C (-2.113, -3.498, 0.640)
O (-3.424, -3.106, 0.710)
C (-4.250, -4.129, 1.251)
C (-0.586, -5.032, -0.622)
C (0.070, -4.912, -1.964)
C (-0.138, -3.440, -2.278)
N (0.748, -2.746, -1.312)
C (0.275, -3.041, -3.689)
C (1.478, -3.785, -4.264)
C (2.813, -3.386, -3.676)
I (4.359, -4.604, -4.507)
H (-6.024, -4.176, -1.866)
H (-2.186, -5.020, -3.174)
H (-2.453, -3.461, -3.950)
H (-3.124, -1.760, -1.434)
H (-2.282, -1.504, -2.932)
H (-0.239, -0.812, -1.623)
H (-1.285, -0.778, -0.190)
H (-1.279, 1.430, 0.125)
H (-2.984, 1.115, -0.196)
H (-3.183, 3.013, -1.535)
H (-1.540, 2.928, -2.080)
H (-1.265, 5.243, 1.742)
H (0.955, 5.589, 2.658)
H (4.137, 5.050, -0.051)
H (5.374, 4.756, 1.139)
H (4.523, 3.405, 0.417)
H (4.467, 6.261, 2.522)
H (2.999, 6.027, 3.426)
H (2.956, 6.670, 1.767)
H (2.941, 3.877, 3.850)
H (2.869, 2.607, 2.652)
H (4.289, 2.958, 5.597)
H (3.561, 1.660, 4.701)
H (5.260, 1.548, 5.096)
H (5.349, 4.959, 4.135)
H (6.492, 4.238, 2.978)
H (6.454, 3.705, 4.617)
H (5.940, 2.361, 1.723)
H (4.640, 1.271, 2.147)
H (6.107, 1.275, 3.101)
H (2.559, 3.029, -0.342)
H (0.373, 2.691, -1.235)
H (-2.611, -4.796, -0.787)
H (-1.417, -2.692, 0.821)
H (-1.927, -4.273, 1.380)
H (-3.943, -4.377, 2.262)
H (-4.232, -5.028, 0.638)
H (-5.261, -3.754, 1.264)
H (0.064, -4.707, 0.175)
H (-0.918, -6.046, -0.445)
H (-0.354, -5.592, -2.690)
H (1.124, -5.142, -1.896)
H (0.271, -2.354, -0.517)
H (1.258, -2.000, -1.758)
H (-0.534, -3.185, -4.392)
H (0.482, -1.975, -3.711)
H (1.513, -3.547, -5.321)
H (1.346, -4.858, -4.220)
H (3.075, -2.382, -3.975)
H (2.873, -3.507, -2.606)
Cl (-5.622, -1.092, 0.985)
C (-6.754, 0.288, 0.880)
C (-7.778, 0.073, -0.206)
Cl (-7.059, 0.079, -1.839)
H (-6.162, 1.186, 0.714)
H (-7.257, 0.372, 1.840)
H (-8.518, 0.869, -0.174)
H (-8.284, -0.881, -0.084)

The calculation puts the LUMO energy at -2.333 eV. The net charge is +1. The calculation puts the calculated total energy at -76319.4002 eV.